This record from the Open Molecules 2025 dataset describes C6H12O in the gas phase. The level of theory is ωB97M-V/def2-TZVPD.

The total energy is -8461.6765 eV. The HOMO energy is -8.48 eV. The calculation puts the molecular weight at 100.2 g mol⁻¹.

Geometry as XYZ:
```
19
Properties=species:S:1:pos:R:3:forces:R:3:lowdin_charge:R:1
C -1.230 0.383 -1.792 -0.020 0.062 -0.039 -0.107
C -0.805 -0.441 -0.580 0.008 -0.061 0.011 -0.242
C 0.185 0.276 0.345 0.000 0.065 -0.074 -0.410
C -0.391 1.508 1.035 -0.039 0.070 0.034 -0.070
C 0.816 -0.734 1.350 0.157 0.005 0.107 -0.203
C 2.144 -0.953 0.686 -0.267 -0.233 0.070 -0.070
O 1.973 -1.932 -0.190 0.246 0.174 -0.009 -0.005
H -0.355 0.727 -2.357 -0.113 -0.058 0.075 0.078
H -1.806 1.268 -1.503 0.067 -0.119 -0.048 0.066
H -1.851 -0.213 -2.469 0.072 0.107 0.097 0.070
H -0.342 -1.374 -0.923 -0.073 0.140 0.039 0.100
H -1.691 -0.734 0.002 0.130 0.051 -0.040 0.118
H -0.719 2.243 0.293 0.008 -0.068 0.138 0.071
H -1.248 1.254 1.668 0.104 -0.016 -0.066 0.086
H 0.370 1.985 1.662 -0.134 -0.064 -0.085 0.082
H 0.209 -1.644 1.442 0.046 0.107 -0.094 0.114
H 0.946 -0.288 2.340 0.018 0.011 -0.192 0.101
H 1.017 0.643 -0.283 -0.181 -0.008 -0.018 0.120
H 2.778 -1.975 -0.725 -0.027 -0.163 0.094 0.102
```
Positions in Å, forces in eV/Å.